Record 1
A 2-piece molecular cluster, C2H7NS2 overall in a non-equilibrium geometry. Source: the OMol25 dataset; level of theory: the ωB97M-V functional and the def2-TZVPD basis.

XYZ file:
```
12
Properties=species:S:1:pos:R:3:forces:R:3:lowdin_charge:R:1
C 1.716271 -0.786202 -0.530269 -1.31 -2.46 0.71 -0.209
C -2.006151 0.307542 1.036621 1.88 -2.03 -0.83 -0.506
N 0.740266 0.301434 -0.335082 0.57 2.84 -1.38 -0.727
S -1.806568 -0.304473 -0.532512 -0.58 -0.39 0.72 0.773
S 0.613461 1.104525 1.151938 -0.72 -0.94 -0.25 0.533
H 2.292348 -0.930031 0.403737 0.13 0.59 -0.67 0.049
H 1.098801 -1.791433 -0.507984 1.04 1.69 -0.56 0.090
H 2.364654 -0.793351 -1.445275 -0.76 0.49 0.88 0.082
H -1.919740 -0.421559 1.842195 -0.46 0.57 -0.09 0.011
H -1.985218 1.339173 1.080902 -0.56 1.69 0.80 -0.064
H 0.630793 1.085878 -1.063754 0.86 -2.33 1.05 0.073
H -1.738916 0.888500 -1.100520 -0.10 0.26 -0.40 -0.105
```
Forces are in eV/Å.

- E: -25344.616 eV
- Spin multiplicity: 1
- Strongest force on any atom: 3.21 eV/Å
- LUMO energy (spin up / spin down): 0.04 / -0.30 eV
- Orbital gap (spin up / spin down): 7.706 / 7.117 eV


Record 2
A 2-piece molecular cluster, C2H7O overall in a non-equilibrium geometry. Source: the OMol25 dataset; level of theory: the ωB97M-V functional and the def2-TZVPD basis.

XYZ file:
```
10
Properties=species:S:1:pos:R:3:forces:R:3:lowdin_charge:R:1
O -1.903523 -0.694747 0.128948 -0.06 0.01 -0.01 -0.620
H -2.821875 -0.992264 0.128571 0.08 0.01 0.01 -0.224
C 0.614725 1.012198 -0.095661 0.77 1.05 0.15 -0.203
C 1.380648 -0.305282 -0.027283 -0.66 -0.43 -0.78 -0.194
H 0.962349 1.668266 -0.908926 0.20 -0.18 0.02 0.043
H 0.871130 1.555378 0.824218 -0.41 0.13 -0.04 0.047
H -0.466439 0.956344 -0.198602 -0.07 -0.72 0.22 0.017
H 2.307415 -0.215793 0.539491 0.01 -0.04 0.11 0.041
H 0.715806 -1.069536 0.379546 0.11 0.07 0.28 0.045
H 1.639837 -0.678386 -1.026116 0.04 0.11 0.05 0.049
```
Forces are in eV/Å.

- E: -4234.229 eV
- Charge: -1
- Spin multiplicity: 1
- Strongest force on any atom: 1.31 eV/Å
- LUMO energy: 4.66 eV
- Orbital gap: 6.851 eV


Record 3
A 2-piece molecular cluster, C2H7O2 overall in a non-equilibrium geometry. Source: the OMol25 dataset; level of theory: the ωB97M-V functional and the def2-TZVPD basis.

XYZ file:
```
11
Properties=species:S:1:pos:R:3:forces:R:3:lowdin_charge:R:1
C 0.060695 -0.250534 -0.491301 -0.99 -2.62 1.89 -0.579
O 1.232730 -0.353117 0.149240 1.08 0.74 0.95 -0.308
C -0.334661 1.017907 -1.177576 0.50 0.14 -1.83 -0.140
H -0.069186 -1.142646 -1.162521 -0.16 0.51 -0.43 0.087
H -0.754734 -0.495669 0.298302 0.14 0.52 -0.80 0.083
H -1.415240 1.039714 -1.041820 -0.12 0.76 -0.47 0.048
H 0.196181 1.891413 -0.799300 -0.30 0.01 0.47 0.057
H -0.040601 0.979346 -2.274875 -0.57 0.07 1.00 0.067
H 0.905606 -0.583758 1.526106 0.29 -1.27 0.91 0.048
H -0.383856 -1.021929 2.398580 1.68 -0.27 0.63 -0.033
O 0.603061 -1.080722 2.575160 -1.56 1.43 -2.32 -0.328
```
Forces are in eV/Å.

- E: -6281.983 eV
- Charge: -1
- Spin multiplicity: 1
- Strongest force on any atom: 3.38 eV/Å
- LUMO energy: 4.60 eV
- Orbital gap: 7.892 eV


Record 4
A 2-piece molecular cluster, C2H7O2P overall in a non-equilibrium geometry. Source: the OMol25 dataset; level of theory: the ωB97M-V functional and the def2-TZVPD basis.

XYZ file:
```
12
Properties=species:S:1:pos:R:3:forces:R:3:lowdin_charge:R:1
C 1.290901 -0.476876 1.158151 -0.75 0.87 0.99 -0.209
C -0.666010 0.157560 -1.346506 -0.64 -2.14 0.02 -0.412
O -1.026838 -1.821484 0.485398 0.05 -0.47 0.26 -0.415
O -0.085662 1.394084 -1.252453 0.31 1.96 -0.76 -0.166
P -0.362533 -0.515798 0.375866 -1.77 1.06 0.88 0.681
H 1.395270 -1.384931 1.716304 -0.17 -0.92 -0.06 0.037
H 2.221026 -0.253659 0.694066 0.39 0.12 -1.19 0.037
H 1.206329 0.259810 1.952935 -0.14 0.35 0.00 0.028
H -0.187870 -0.530688 -2.192229 -1.08 1.24 1.77 0.133
H -1.837188 0.093942 -1.363798 2.09 0.32 -0.29 0.120
H -0.450552 2.063846 -1.852889 0.05 -0.50 0.18 0.106
H -1.496873 1.014196 1.625157 1.65 -1.89 -1.79 0.059
```
Forces are in eV/Å.

- E: -15568.184 eV
- Spin multiplicity: 1
- Strongest force on any atom: 3.08 eV/Å
- LUMO energy: -0.07 eV
- Orbital gap: 8.927 eV


Record 5
A single C2H7O2P molecule in a non-equilibrium geometry. Source: the OMol25 dataset; level of theory: the ωB97M-V functional and the def2-TZVPD basis.

XYZ file:
```
12
Properties=species:S:1:pos:R:3:forces:R:3:lowdin_charge:R:1
C -0.866487 0.426499 -0.575910 -0.68 1.23 2.56 -0.201
C -0.533539 -0.757579 0.309540 4.09 1.49 2.04 -0.276
P 1.627133 -1.157110 -0.306459 -2.04 0.47 -0.34 0.916
O 2.594138 -0.065209 0.482051 -0.49 1.98 0.89 -0.518
O 2.868989 1.198566 -0.198686 1.82 -1.44 -1.54 -0.107
H 0.034158 0.906967 -0.798313 1.48 1.07 -0.53 -0.005
H -1.243152 0.112298 -1.487698 -0.95 -0.69 -1.74 0.042
H -1.514963 1.272578 -0.179569 0.45 -1.38 -0.10 0.098
H -0.973749 -1.618669 0.036704 -1.60 -3.02 -1.22 -0.021
H -0.558612 -0.775629 1.444515 0.02 0.88 -1.43 0.073
H 2.226098 -2.085062 0.579388 -0.63 -0.25 0.19 -0.073
H 2.293827 1.945719 -0.055138 -1.46 -0.33 1.22 0.071
```
Forces are in eV/Å.

- E: -15566.328 eV
- SMILES: CCPOO
- Spin multiplicity: 1
- Strongest force on any atom: 4.81 eV/Å
- LUMO energy: 0.77 eV
- Orbital gap: 9.331 eV


Record 6
A 2-piece molecular cluster, C2H7O2P2S overall in a non-equilibrium geometry. Source: the OMol25 dataset; level of theory: the ωB97M-V functional and the def2-TZVPD basis.

XYZ file:
```
14
Properties=species:S:1:pos:R:3:forces:R:3:lowdin_charge:R:1
C 1.096406 -1.295536 -0.175739 0.09 -3.60 0.05 -0.205
C -0.212923 -1.126758 0.553779 1.34 0.39 0.98 -0.881
O -0.707398 0.479006 -1.606989 0.50 0.42 -0.49 -0.503
O 1.365378 2.530073 -0.593742 0.69 -0.55 -1.23 -0.100
P -2.210834 1.693295 0.886325 0.62 -0.66 -0.93 0.280
P -1.209601 0.144265 -0.251994 -0.67 0.28 0.71 0.044
S -1.688018 -1.954440 -0.060972 -0.88 -0.24 0.05 0.480
H 0.923256 -1.701425 -1.151585 -0.39 1.00 -1.17 0.049
H 1.826354 -2.127720 0.076051 -0.82 0.79 1.14 0.082
H 1.579332 -0.388120 -0.100308 1.47 1.87 -0.50 0.023
H -0.035102 -1.099495 1.647421 -0.66 0.04 -0.54 0.072
H 1.040694 1.699341 -1.007057 -0.20 0.72 0.30 0.000
H -2.755898 0.579573 1.513991 -0.42 -0.34 0.79 -0.324
H 0.988356 2.567940 0.270814 -0.65 -0.13 0.83 -0.017
```
Forces are in eV/Å.

- E: -35696.703 eV
- Charge: -1
- Spin multiplicity: 1
- Strongest force on any atom: 3.60 eV/Å
- LUMO energy: 3.35 eV
- Orbital gap: 6.755 eV